Below is C27H45Cl4O2PTi as an isolated structure, with properties calculated with wB97M-V/def2-TZVPD.

Values from the calculation:
Orbital gap (alpha / beta) (eV): 7.619 / 7.556
Max |F| (eV/Å): 4.5
HOMO (alpha / beta) (eV): -7.5192 / -7.4815

```
! RIJCOSX wB97M-V def2-TZVPD def2/J DEFGRID3
* xyz 0 1
Ti -0.366 0.405 2.118
Cl -2.545 1.298 1.741
P -0.265 0.329 -0.572
C -0.307 0.960 4.015
H 0.694 1.194 4.502
H -1.155 1.470 4.529
C 1.171 -0.566 -1.363
C -0.213 2.150 -0.984
C 2.522 0.107 -1.070
H 1.185 -1.544 -0.839
C 3.666 -0.830 -1.471
H 2.604 1.048 -1.636
H 2.609 0.375 -0.009
C 3.564 -1.266 -2.938
H 4.627 -0.342 -1.278
H 3.626 -1.717 -0.816
C 2.170 -1.775 -3.326
H 3.818 -0.404 -3.575
H 4.306 -2.040 -3.146
C 1.030 -0.857 -2.860
H 2.102 -1.920 -4.408
H 2.015 -2.763 -2.863
H 1.054 0.094 -3.417
H 0.072 -1.338 -3.095
C -1.871 -0.325 -1.257
C 0.326 2.470 -2.383
H -1.273 2.468 -0.943
C 0.133 3.962 -2.674
H 1.394 2.213 -2.429
H -0.181 1.883 -3.164
C 0.793 4.854 -1.616
H 0.523 4.200 -3.667
H -0.950 4.168 -2.694
C 0.436 4.458 -0.179
H 1.887 4.802 -1.735
H 0.503 5.896 -1.791
C 0.543 2.949 0.090
H 1.072 5.003 0.527
H -0.600 4.763 0.029
H 1.603 2.651 0.102
H 0.141 2.763 1.105
C -1.943 -1.858 -1.191
H -2.597 0.065 -0.517
C -3.314 -2.377 -1.659
H -1.151 -2.312 -1.813
H -1.765 -2.203 -0.164
C -3.777 -1.779 -2.995
H -3.296 -3.462 -1.726
H -4.055 -2.116 -0.877
C -3.634 -0.258 -3.067
H -3.170 -2.227 -3.804
H -4.811 -2.054 -3.195
C -2.251 0.241 -2.629
H -3.852 0.090 -4.073
H -4.387 0.199 -2.397
H -1.493 -0.064 -3.372
H -2.258 1.339 -2.623
C -0.452 -1.546 2.620
C -0.508 -0.658 3.831
H -0.250 -1.544 1.507
C -1.768 -1.037 4.669
H 0.383 -1.158 4.228
C -1.762 -2.514 5.079
H -1.779 -0.405 5.575
H -2.646 -0.829 4.056
C -1.777 -3.362 3.818
H -0.886 -2.743 5.671
H -2.653 -2.729 5.708
C -0.479 -2.973 3.024
H -1.830 -4.442 4.062
H -2.638 -3.109 3.203
H 0.370 -3.298 3.702
H -0.446 -3.668 2.150
Cl 4.401 1.203 4.347
C 3.995 0.819 2.660
Cl 3.772 2.356 1.749
Cl 5.245 -0.151 1.860
C 2.667 -0.042 2.683
O 2.718 -1.136 3.258
O 1.616 0.497 2.086
*
```

=====

Below is C27H45ClDyF5P as an isolated structure, with properties calculated with wB97M-V/def2-TZVPD.

Values from the calculation:
Orbital gap (alpha / beta) (eV): 4.679 / 4.716
Max |F| (eV/Å): 2.4
⟨S²⟩: 9.37
HOMO (alpha / beta) (eV): -2.1796 / -2.2159

```
! RIJCOSX wB97M-V def2-TZVPD def2/J DEFGRID3
* xyz -1 6
Dy -0.186 1.157 3.849
P 0.515 0.335 -0.411
Cl 2.177 1.408 3.084
C -0.370 3.085 4.674
H 0.253 3.948 4.372
H -1.165 3.358 5.395
C 1.758 -0.703 -1.353
C 0.617 2.069 -1.112
C 3.177 -0.164 -1.090
H 1.668 -1.683 -0.840
C 4.228 -1.176 -1.563
H 3.319 0.784 -1.632
H 3.314 0.054 -0.020
C 4.020 -1.586 -3.025
H 5.227 -0.748 -1.425
H 4.162 -2.066 -0.921
C 2.573 -1.985 -3.343
H 4.310 -0.748 -3.673
H 4.687 -2.420 -3.267
C 1.545 -0.960 -2.846
H 2.449 -2.124 -4.423
H 2.353 -2.950 -2.866
H 1.663 -0.025 -3.410
H 0.530 -1.327 -3.047
C -1.179 -0.284 -0.919
C 0.902 2.252 -2.602
H -0.396 2.465 -0.897
C 0.720 3.729 -2.981
H 1.939 1.955 -2.818
H 0.248 1.633 -3.231
C 1.567 4.673 -2.116
H 0.971 3.863 -4.041
H -0.342 3.988 -2.866
C 1.466 4.377 -0.615
H 2.618 4.589 -2.425
H 1.264 5.709 -2.306
C 1.642 2.887 -0.309
H 2.218 4.953 -0.064
H 0.480 4.694 -0.247
H 2.659 2.569 -0.584
H 1.548 2.695 0.769
C -1.242 -1.810 -0.821
H -1.820 0.138 -0.120
C -2.681 -2.298 -0.999
H -0.604 -2.263 -1.597
H -0.844 -2.148 0.148
C -3.296 -1.795 -2.311
H -2.705 -3.395 -0.963
H -3.281 -1.935 -0.151
C -3.160 -0.279 -2.478
H -2.792 -2.292 -3.151
H -4.353 -2.079 -2.358
C -1.727 0.219 -2.257
H -3.499 0.026 -3.475
H -3.812 0.228 -1.752
H -1.089 -0.135 -3.082
H -1.719 1.318 -2.295
C 0.095 -2.632 2.372
C 0.174 -1.683 3.264
H 0.740 -2.602 1.484
C -0.680 -1.614 4.515
H 1.007 -0.941 3.203
C -1.403 -2.952 4.818
H -0.068 -1.338 5.392
H -1.493 -0.843 4.429
C -1.896 -3.649 3.552
H -0.707 -3.609 5.352
H -2.250 -2.765 5.488
C -0.781 -3.841 2.505
H -2.322 -4.624 3.810
H -2.708 -3.054 3.112
H -0.178 -4.712 2.816
H -1.225 -4.122 1.538
F -3.770 1.219 3.953
C -2.729 0.898 3.123
F -3.143 -0.212 2.399
C -2.433 2.031 2.177
F -2.950 1.860 0.944
F -2.794 3.243 2.652
F -1.007 2.163 1.909
*
```

=====

Below is C27H45CrNO2P2 as an isolated structure, with properties calculated with wB97M-V/def2-TZVPD.

Values from the calculation:
Orbital gap (alpha / beta) (eV): 5.340 / 5.921
Max |F| (eV/Å): 1.8
⟨S²⟩: 4.05
HOMO (alpha / beta) (eV): -8.8049 / -9.7850

```
! RIJCOSX wB97M-V def2-TZVPD def2/J DEFGRID3
* xyz 1 4
Cr 0.085 -1.796 -1.596
C -1.390 -1.742 -0.043
C -0.999 -3.095 -0.297
C 0.889 -1.940 0.376
C -0.215 -1.019 0.389
C 0.409 -3.210 -0.077
C -2.816 -1.290 0.049
H -3.426 -1.841 -0.680
H -2.919 -0.222 -0.186
H -3.240 -1.481 1.051
C -0.190 0.306 1.071
H -0.655 1.078 0.453
H 0.841 0.646 1.237
H -0.731 0.292 2.033
C 2.230 -1.743 0.986
H 2.261 -2.261 1.958
H 2.462 -0.679 1.154
H 3.001 -2.189 0.341
C 1.140 -4.493 0.086
H 0.945 -4.922 1.082
H 2.220 -4.324 0.016
H 0.794 -5.222 -0.655
C -1.917 -4.258 -0.435
H -2.132 -4.701 0.550
H -1.437 -5.036 -1.040
H -2.876 -3.965 -0.875
C -0.415 3.861 -1.973
C -1.307 3.195 -1.218
C -1.948 1.925 -1.606
C -2.073 1.586 -3.115
C -0.863 0.937 -3.830
C 0.508 0.637 -3.129
C 1.064 1.782 -2.287
C 0.572 3.160 -2.835
H -2.975 1.979 -1.211
H -2.510 2.400 -3.722
H -1.430 1.105 -1.088
H 0.125 2.971 -3.822
H -0.461 4.951 -2.049
H -1.694 3.643 -0.307
H 1.484 3.755 -2.941
H 0.645 1.614 -1.288
H 0.323 -0.234 -2.430
H 2.159 1.771 -2.074
H -2.850 0.802 -3.153
H -1.215 -0.098 -3.949
P -0.483 1.331 -5.568
C -0.542 3.044 -6.139
C -1.633 0.535 -6.703
P 1.607 -0.247 -4.368
C 1.281 0.949 -5.731
C 0.990 -1.698 -5.264
C 3.415 -0.345 -4.419
H 0.431 3.509 -5.935
H -1.383 3.592 -5.691
H -0.698 2.990 -7.229
H -1.496 0.995 -7.695
H -2.654 0.744 -6.343
H -1.469 -0.548 -6.772
H 3.749 0.007 -5.414
H 3.708 -1.399 -4.285
H 3.865 0.272 -3.627
H 1.898 1.855 -5.582
H 1.473 0.488 -6.714
H 1.588 -2.571 -4.986
H 1.106 -1.536 -6.345
H -0.061 -1.902 -5.041
O 2.955 4.620 -1.559
C 3.156 3.997 -0.514
C 3.832 4.624 0.697
C 3.668 3.578 1.779
C 3.068 2.391 1.039
O 2.864 1.332 1.641
N 2.814 2.693 -0.264
H 4.896 4.789 0.481
H 3.358 5.580 0.954
H 4.615 3.302 2.257
H 2.961 3.918 2.547
*
```

=====

Below is a 3-piece molecular cluster, C27H45N3O11P overall, with properties calculated with wB97M-V/def2-TZVPD.

Values from the calculation:
Orbital gap (eV): 6.178
Max |F| (eV/Å): 2.5
HOMO (eV): -4.0784

```
! RIJCOSX wB97M-V def2-TZVPD def2/J DEFGRID3
* xyz -1 1
C 3.033 -4.738 3.345
C 2.674 -4.723 1.828
N 1.296 -4.209 1.696
C 0.969 -3.854 0.286
C 1.312 -2.428 -0.169
P 0.618 -0.889 0.765
C 2.042 0.254 0.117
C 2.320 1.480 1.015
C 1.300 2.631 0.855
C 1.142 3.326 2.212
O 0.631 2.423 3.215
C 1.447 2.286 4.283
O 1.653 3.133 5.112
C -0.969 -1.827 1.352
C -1.929 -2.214 0.192
C -3.101 -1.275 0.043
O -2.914 -0.077 -0.001
N -4.454 -1.772 -0.100
C -5.109 -1.901 1.180
C -5.190 -0.883 2.105
C -5.824 -1.082 3.303
C -6.374 -2.300 3.623
C -6.302 -3.314 2.696
C -5.681 -3.112 1.488
N 1.488 -1.270 2.382
C 2.674 -1.494 2.380
O 3.866 -1.636 2.340
C 0.452 -5.348 2.015
C -0.452 -5.301 3.257
O 0.402 -6.347 1.331
H 3.060 -5.750 3.765
H 3.955 -4.194 3.558
H 2.236 -4.209 3.880
H 3.360 -3.999 1.379
H 2.821 -5.703 1.358
H -0.060 -4.173 0.094
H 1.563 -4.544 -0.348
H 0.910 -2.348 -1.190
H 2.400 -2.394 -0.334
H 0.082 0.290 1.412
H -0.137 -0.524 -0.423
H 1.668 0.695 -0.822
H 2.950 -0.286 -0.184
H 3.292 1.882 0.678
H 2.481 1.183 2.055
H 0.338 2.245 0.505
H 1.638 3.351 0.100
H 0.507 4.217 2.161
H 2.146 3.644 2.525
H 1.956 1.305 4.341
H -0.770 -2.655 2.043
H -1.551 -1.108 1.947
H -2.321 -3.228 0.383
H -1.376 -2.287 -0.753
H -4.951 -1.058 -0.625
H -4.752 0.086 1.887
H -5.907 -0.279 4.029
H -6.858 -2.473 4.577
H -6.736 -4.288 2.899
H -5.638 -3.944 0.794
H -0.259 -4.380 3.807
H -1.475 -5.355 2.877
H -0.231 -6.198 3.839
C -1.748 6.318 0.462
O -1.002 5.523 -0.457
C -1.035 5.956 -1.714
O -1.625 6.927 -2.114
O -0.302 5.126 -2.453
C -0.245 5.461 -3.838
H -1.639 5.860 1.441
H -1.355 7.333 0.502
H -2.804 6.327 0.194
H 0.208 6.441 -3.979
H -1.239 5.432 -4.281
H 0.378 4.712 -4.321
C 5.078 3.806 -7.012
O 3.769 3.569 -6.497
C 3.087 2.628 -7.151
O 3.481 2.001 -8.098
O 1.894 2.506 -6.571
C 1.046 1.526 -7.170
H 5.525 4.585 -6.399
H 5.689 2.907 -6.941
H 5.029 4.153 -8.043
H 1.497 0.537 -7.106
H 0.834 1.782 -8.207
H 0.115 1.525 -6.610
*
```

=====

Below is C27H46FGaN6O3SSi2 as an isolated structure, with properties calculated with wB97M-V/def2-TZVPD.

Values from the calculation:
Orbital gap (eV): 7.041
Max |F| (eV/Å): 3.5
HOMO (eV): -12.3543

```
! RIJCOSX wB97M-V def2-TZVPD def2/J DEFGRID3
* xyz 2 1
Ga 0.170 1.610 2.381
F -0.421 -1.346 -3.245
C -0.782 -0.035 -2.978
C -0.918 0.279 -1.652
C -1.316 1.666 -1.363
C -1.162 2.157 -0.016
O -1.168 1.281 0.999
C -0.914 3.578 0.081
C -1.458 4.352 -0.956
N -2.007 3.877 -2.094
C -3.062 4.601 -2.660
C -4.210 3.897 -3.295
C -3.285 4.772 -4.128
C -1.596 2.532 -2.463
C -1.406 2.105 -3.815
C -0.934 0.810 -4.095
N -0.484 0.341 -5.367
C -1.229 -0.848 -5.926
C -0.158 -1.688 -6.541
N 0.542 -0.914 -7.634
C 1.091 0.410 -7.125
C -0.023 1.231 -6.436
C -0.241 4.195 1.269
O -0.262 5.427 1.406
O 0.264 3.433 2.242
H -0.790 -0.423 -0.848
H -1.503 5.418 -0.754
H -3.264 5.559 -2.150
H -5.105 4.429 -3.058
H -4.156 2.814 -3.307
H -3.723 5.771 -4.369
H -2.566 4.251 -4.796
H -1.548 2.781 -4.644
H -2.029 -0.552 -6.661
H -1.719 -1.393 -5.096
H -0.641 -2.569 -7.015
H 0.654 -2.012 -5.863
H -0.080 -0.715 -8.469
H 1.311 -1.438 -8.040
H 1.492 0.926 -8.014
H 1.887 0.188 -6.375
H -0.838 1.563 -7.172
H 0.419 2.082 -5.944
C -1.273 -1.614 3.823
Si -1.569 0.161 4.348
C -2.928 0.837 3.369
C -2.207 0.311 6.140
C 0.045 1.090 4.272
Si 1.501 0.217 5.006
C 2.721 1.527 5.550
C 2.255 -1.079 3.921
C 0.998 -0.721 6.566
H -2.096 -2.187 4.269
H -0.382 -2.022 4.218
H -1.317 -1.670 2.723
H -3.862 0.747 3.968
H -3.097 0.227 2.435
H -2.822 1.917 3.043
H -3.285 0.163 6.217
H -1.956 1.335 6.479
H -1.691 -0.406 6.811
H -0.049 1.988 4.803
H 3.188 2.113 4.732
H 3.567 1.062 6.127
H 2.301 2.274 6.294
H 2.940 -0.636 3.170
H 1.456 -1.462 3.330
H 2.794 -1.899 4.512
H 0.581 0.016 7.317
H 1.859 -1.197 7.050
H 0.289 -1.537 6.396
N 3.080 -4.899 2.720
C 3.556 -6.128 2.083
C 3.116 -6.366 0.621
N 3.175 -5.079 -0.091
H 3.646 -4.642 3.490
H 2.090 -4.942 2.982
H 3.137 -4.286 0.561
H 3.256 -7.020 2.644
H 4.652 -6.115 1.967
H 2.049 -6.725 0.617
H 3.666 -7.196 0.173
H 4.105 -4.935 -0.563
H 2.488 -4.943 -0.879
S 3.367 -1.235 0.460
C 2.288 -0.112 0.920
N 1.534 0.663 1.393
*
```

=====

Below is C27H47FInN2Si2 as an isolated structure, with properties calculated with wB97M-V/def2-TZVPD.

Values from the calculation:
Orbital gap (eV): 8.011
Max |F| (eV/Å): 0.8
HOMO (eV): -10.6666

```
! RIJCOSX wB97M-V def2-TZVPD def2/J DEFGRID3
* xyz 1 1
In 0.179 -0.096 0.070
C -3.463 -2.256 1.436
Si -1.713 -1.868 1.923
C -1.396 -2.333 3.692
C -0.552 -2.877 0.832
N -1.282 -0.230 1.498
C -1.849 0.921 2.042
C -2.799 0.919 3.074
C -3.312 2.095 3.598
C -2.908 3.335 3.118
C -1.979 3.379 2.090
C -1.502 2.190 1.601
F -0.542 2.237 0.594
H -3.661 -3.325 1.555
H -3.642 -1.992 0.391
H -4.194 -1.718 2.044
H -1.817 -3.322 3.893
H -1.837 -1.634 4.406
H -0.326 -2.369 3.893
H -0.696 -3.943 1.019
H 0.508 -2.671 1.041
H -0.745 -2.721 -0.238
H -3.144 -0.029 3.469
H -4.042 2.036 4.395
H -3.309 4.249 3.533
H -1.625 4.312 1.669
N 2.017 -0.089 1.833
C 1.653 -0.007 3.223
C 1.999 -1.025 4.098
C 1.638 -0.933 5.435
C 0.932 0.168 5.896
C 0.585 1.181 5.012
C 0.946 1.096 3.676
H 2.664 -0.856 1.677
H 2.480 0.766 1.541
H 2.548 -1.889 3.739
H 1.915 -1.727 6.117
H 0.655 0.237 6.940
H 0.031 2.044 5.358
H 0.672 1.889 2.988
C -1.142 0.782 -3.014
C 0.219 1.489 -3.138
C 0.664 1.474 -4.614
C -0.004 2.951 -2.719
Si 1.565 0.636 -2.078
C 2.965 1.798 -1.482
C 4.130 1.027 -0.843
C 2.462 2.840 -0.465
C 3.539 2.539 -2.707
C 2.140 -1.084 -2.692
C 2.737 -1.948 -1.572
C 0.963 -1.881 -3.273
C 3.202 -0.898 -3.797
H -1.862 1.285 -3.668
H -1.543 0.849 -1.998
H -1.112 -0.265 -3.306
H -0.066 2.031 -5.210
H 0.717 0.467 -5.026
H 1.634 1.953 -4.759
H -0.831 3.357 -3.311
H 0.863 3.581 -2.911
H -0.279 3.046 -1.669
H 3.831 0.447 0.028
H 4.889 1.745 -0.517
H 4.612 0.349 -1.544
H 1.850 2.408 0.330
H 1.866 3.620 -0.933
H 3.322 3.325 0.007
H 3.954 1.850 -3.446
H 4.351 3.194 -2.379
H 2.801 3.165 -3.206
H 1.991 -2.195 -0.809
H 3.594 -1.494 -1.082
H 3.072 -2.897 -2.001
H 0.159 -2.017 -2.543
H 1.318 -2.878 -3.552
H 0.543 -1.426 -4.167
H 4.128 -0.468 -3.413
H 2.849 -0.264 -4.611
H 3.452 -1.872 -4.228
*
```

=====

Question: Number 4 is which compound?
Answer: C27H45N3O11P

=====

Question: Number 6 is which compound?
Answer: C27H47FInN2Si2

=====

Question: Which value of max |F| does entry 1 give?
Answer: 4.5 eV/Å

=====

Question: What is the max |F| in the second record?
Answer: 2.4 eV/Å